C6H8DyO6 | wB97M-V/def2-TZVPD

Its HOMO-LUMO gap (alpha / beta) is 8.85 / 9.04 eV. For the LUMO energy (alpha / beta), the calculation gives -5.12 / -4.95 eV. As for the net charge: +1. Its multiplicity is 6.

The geometry in XYZ format:
```
21
Properties=species:S:1:pos:R:3:forces:R:3
O 2.3164 0.7830 0.9439 -0.192 0.672 0.078
C -0.0648 -1.9241 0.8217 0.556 -1.054 0.623
C 2.7887 -0.1570 0.0561 1.248 -1.495 -1.167
O -0.5306 -2.8441 1.4463 -0.098 1.524 -0.816
O 1.1449 -1.9934 0.3109 0.788 -0.061 -0.325
C 1.7367 -1.0376 -0.6052 -0.545 -0.011 0.003
H 3.5151 -0.8294 0.5564 -0.315 0.376 -0.108
H 3.3294 0.3103 -0.7947 -0.173 -0.029 0.476
H 2.2010 -1.6569 -1.3824 -0.022 0.224 0.240
H 0.9417 -0.4489 -1.0828 0.120 0.033 0.089
H -2.2452 2.4869 -1.1193 0.497 -0.117 0.142
O -0.5406 0.1791 1.7975 0.553 0.919 -0.558
O -0.4333 1.5791 -0.4769 1.137 1.313 0.826
C -1.7212 1.5243 -0.9774 -0.628 -0.829 -0.845
C -2.5857 0.6731 -0.0575 -0.381 0.015 0.105
O -1.8917 -0.5861 0.1434 1.163 0.611 -0.393
C -0.7659 -0.5530 0.8115 -2.341 -1.917 1.582
H -1.6593 1.0204 -1.9615 -0.288 0.294 0.270
H -3.5325 0.4011 -0.5340 0.205 0.086 0.222
H -2.7636 1.1415 0.9179 0.004 -0.101 -0.206
Dy 0.7607 1.9320 1.1859 -1.288 -0.455 -0.237
```
Forces are in eV/Å.

Atomic partial charges in e from the Mulliken method, atoms 1 to 5: -0.631 0.387 -0.439 -0.481 -0.327



C6H8ErO6 | wB97M-V/def2-TZVPD

The calculation puts the energy relative to the best compared isomer or geometry (same formula, charge and spin) at 3.845 eV. Its HOMO-LUMO gap (alpha / beta) is 5.34 / 6.69 eV. For the LUMO energy (alpha / beta), the calculation gives -10.47 / -10.31 eV. As for the net charge: +2. Its multiplicity is 5.

The geometry in XYZ format:
```
21
Properties=species:S:1:pos:R:3:forces:R:3
O -0.7980 -2.1291 0.1753 0.251 0.355 -2.486
Er -0.4153 -2.2395 -2.2312 0.096 0.688 2.070
O -0.6232 -3.9401 -0.9868 0.403 0.770 -3.328
C -0.7942 -3.5363 0.2109 -0.315 -1.387 4.990
O -0.9023 -4.1372 1.2513 0.143 1.268 -2.275
C -0.8493 -1.3678 1.3916 0.045 0.691 1.117
C -1.2413 0.0308 1.0985 -0.546 -0.196 0.130
H -1.5783 -1.8595 2.0572 0.159 0.033 -0.188
H 0.1323 -1.4196 1.8822 -0.208 -0.123 -0.124
H -2.0283 0.2013 0.3603 0.241 0.024 0.079
H -1.2312 0.7264 1.9386 0.206 -0.153 -0.278
O 0.3725 2.2585 -1.8132 0.059 0.948 -2.811
C 0.7488 1.0078 -1.8433 0.431 2.011 2.471
C 0.5678 2.7474 -0.4571 0.844 1.574 2.867
O 0.1613 0.1282 -2.4659 -0.535 -2.659 -0.970
O 1.6581 0.7641 -0.9351 0.292 -1.341 -0.478
C 1.8556 1.9606 -0.1453 -1.758 -0.947 1.590
H 0.7046 3.6439 0.3674 1.641 0.938 -3.555
H 1.9550 1.6667 0.9036 0.035 -0.042 -0.168
H 2.7851 2.4511 -0.4520 -0.541 0.296 -0.302
H -0.4797 3.0424 -0.3071 -0.942 -2.745 1.648
```
Forces are in eV/Å.

Atomic partial charges in e from the natural (NBO) method, atoms 1 to 5: -0.678 2.577 -0.884 0.959 -0.482



C6H8FN | wB97M-V/def2-TZVPD

Its SMILES is F/C=C1\CC[C@@H]2N[C@H]12. The calculation puts the energy relative to the best compared isomer or geometry (same formula, charge and spin) at 3.236 eV. Its HOMO-LUMO gap is 9.92 eV. For the LUMO energy, the calculation gives 0.95 eV.

The geometry in XYZ format:
```
16
Properties=species:S:1:pos:R:3:forces:R:3
F 3.1787 0.2249 0.0197 -0.097 -1.031 -0.006
C 2.1248 -0.6888 -0.1220 1.659 1.887 -1.352
C 0.9104 -0.1363 0.0021 0.513 -2.530 -0.375
C 0.1429 1.1382 0.4060 4.323 1.220 3.928
C -1.0806 1.1620 -0.3836 -1.203 -3.000 -1.907
C -1.3398 -0.3800 -0.5159 -1.281 -0.676 1.043
N -1.1477 -1.0943 0.7887 -2.257 1.712 1.931
C -0.1333 -1.1633 -0.1993 0.285 0.246 0.241
H 2.5252 -1.6731 -0.6664 -1.435 2.219 1.748
H 0.8251 2.0695 0.4379 -1.234 -1.399 -0.387
H -0.0351 0.9314 1.5623 0.260 0.971 -2.244
H -0.8278 1.3892 -1.4242 -0.502 0.998 0.192
H -2.0186 1.5412 0.0332 0.591 0.760 -0.189
H -2.1720 -0.7731 -1.0935 0.194 0.264 -0.101
H -1.0334 -0.3301 1.5532 -0.016 -2.265 -1.727
H 0.0811 -2.2175 -0.3981 0.201 0.624 -0.794
```
Forces are in eV/Å.

Atomic partial charges in e from the natural (NBO) method, atoms 1 to 5: -0.379 0.199 -0.080 -0.432 -0.443



C6H8FN | wB97M-V/def2-TZVPD

The calculation puts the energy relative to the best compared isomer or geometry (same formula, charge and spin) at 5.724 eV. Its HOMO-LUMO gap is 10.11 eV. For the LUMO energy, the calculation gives 1.00 eV.

The geometry in XYZ format:
```
16
Properties=species:S:1:pos:R:3:forces:R:3
C -1.7983 -0.8472 0.9255 -4.897 -4.660 2.927
C -0.0824 -0.6347 -0.6320 -1.419 -2.431 -5.621
C 0.9247 -1.4662 0.2766 -2.150 8.292 1.563
C 1.2207 -0.3899 1.1089 -1.061 -1.608 0.077
C 0.2108 0.6422 0.6716 0.853 -0.221 -0.383
C 0.7105 0.6819 -0.9129 0.512 2.906 3.119
H -1.2737 -1.9634 0.9346 -1.482 2.469 0.763
H -2.8749 -1.0154 0.3256 2.569 0.234 1.729
H -2.0862 -0.4161 2.0166 0.764 -1.236 -2.491
H -0.6393 -0.9867 -1.5573 1.230 -0.859 0.845
H 1.4732 -2.2438 0.1123 2.774 -4.856 -1.124
H 1.8857 -0.0879 1.9757 -0.558 -1.177 -1.314
H 0.1266 1.3669 1.3980 -0.350 2.487 1.012
H 1.8199 0.8447 -1.0792 -1.347 -1.339 0.315
N -1.0739 -0.0108 0.1955 5.078 3.925 -1.474
F 0.2189 1.8511 -1.5689 -0.515 -1.926 0.057
```
Forces are in eV/Å.

Atomic partial charges in e from the natural (NBO) method, atoms 1 to 5: -0.408 -0.121 -0.214 -0.186 -0.133



C6H8FN2 | wB97M-V/def2-TZVPD

Its HOMO-LUMO gap (alpha / beta) is 6.72 / 5.69 eV. For the LUMO energy (alpha / beta), the calculation gives -3.94 / -7.98 eV. As for the net charge: +1. Its multiplicity is 3.

The geometry in XYZ format:
```
17
Properties=species:S:1:pos:R:3:forces:R:3
C -0.8439 -0.3740 1.6563 3.273 3.044 -3.722
C -0.2935 -0.3745 2.7711 -4.787 -3.407 0.833
C 0.4095 0.5508 0.9613 -3.810 -2.083 -0.228
C 0.2182 1.7860 1.3733 1.951 1.747 0.082
C 1.3397 -0.9439 -1.9598 2.201 -0.549 -1.854
C -1.6919 -0.8395 0.5973 -3.051 0.287 0.700
N 1.0942 -0.0329 0.0203 2.384 1.524 -0.853
N 0.5646 -0.4612 -1.1110 -1.766 -1.213 0.679
F 0.4230 -0.2304 3.7193 3.644 1.231 3.914
H 0.5181 2.6516 0.8524 0.661 0.830 -0.754
H -0.1662 1.9515 2.3088 -1.386 0.512 1.877
H 2.4491 -0.8263 -1.9884 -0.668 -0.219 0.521
H 0.9099 -1.4908 -2.7770 -0.255 0.195 -0.475
H -2.4255 -0.0396 0.2037 0.637 -1.440 1.170
H -2.0663 -1.7990 0.9154 -1.173 -0.181 -0.120
H -1.1126 -1.0240 -0.2358 1.120 -0.568 -1.480
H 2.0915 0.0781 0.0570 1.024 0.289 -0.290
```
Forces are in eV/Å.

Atomic partial charges in e from the natural (NBO) method, atoms 1 to 5: -0.073 0.514 0.158 -0.243 0.002



C6H8FN3O2 | wB97M-V/def2-TZVPD

The calculation puts the energy relative to the best compared isomer or geometry (same formula, charge and spin) at 1.947 eV. Its HOMO-LUMO gap (alpha / beta) is 8.88 / 5.45 eV. For the LUMO energy (alpha / beta), the calculation gives 0.30 / -1.06 eV.

The geometry in XYZ format:
```
20
Properties=species:S:1:pos:R:3:forces:R:3
C 3.4589 0.1862 -0.2889 -1.267 -0.203 -0.031
C 2.1208 1.8472 -0.1195 -0.840 -0.296 0.338
C 2.1582 -0.3112 0.0593 1.998 -1.749 0.363
C -2.0946 0.1648 0.6113 -0.613 0.349 2.789
C 1.8949 -1.6635 0.3573 -3.721 -0.657 0.724
C -2.1065 -0.3358 -0.6752 -3.379 -0.344 -0.599
N 3.3341 1.5502 -0.4140 2.176 -0.162 -0.437
N 1.3470 0.8017 0.1945 0.725 -1.157 -0.329
N -3.3194 -0.6994 -1.1886 -0.500 0.054 0.002
O -3.2984 0.1566 1.2819 -0.654 0.048 -0.007
O -1.1135 0.5629 1.1959 0.985 0.677 0.676
F 2.7145 -2.7017 0.1225 0.894 0.684 -0.293
H 4.3846 -0.4350 -0.4309 -1.177 1.104 0.075
H 1.6048 2.7563 -0.0547 0.166 1.667 -0.216
H 0.8693 -2.1312 0.6485 1.797 1.457 -0.466
H -1.3230 -0.2111 -1.3182 2.065 0.096 -1.284
H 0.4065 0.9103 0.5501 -0.251 -0.701 0.096
H -4.1116 -0.5440 -0.5894 0.045 -0.161 0.552
H -3.6214 -0.4851 -2.1208 0.733 -0.176 -0.602
H -3.3054 0.5818 2.1790 0.819 -0.528 -1.353
```
Forces are in eV/Å.

Atomic partial charges in e from the natural (NBO) method, atoms 1 to 5: -0.065 0.194 -0.042 0.674 0.212



C6H8FNO | wB97M-V/def2-TZVPD

Its SMILES is [H]/N=C1/[C@H](F)C(=O)C1(C)C. The calculation puts the energy relative to the best compared isomer or geometry (same formula, charge and spin) at 1.960 eV. Its HOMO-LUMO gap is 9.50 eV. For the LUMO energy, the calculation gives 0.30 eV.

The geometry in XYZ format:
```
17
Properties=species:S:1:pos:R:3:forces:R:3
H 2.0941 -0.5583 1.1157 -0.321 0.169 -0.751
N 1.6311 -1.2592 0.5218 0.386 -0.818 0.660
C 0.5257 -0.9666 0.0152 1.161 -1.593 -0.231
C -0.5264 -1.8057 -0.6482 -1.781 1.360 -1.881
F -0.4164 -2.8011 -1.5762 0.799 0.237 0.222
C -1.1229 -0.1814 -1.1498 -0.126 -4.662 0.516
O -1.8353 0.1506 -2.0234 -0.095 0.847 -0.086
C -0.2113 0.2822 -0.1119 0.577 4.533 2.026
C 0.7801 1.3664 -0.5976 1.419 0.230 0.124
C -0.7099 0.7395 1.3318 -0.720 -1.256 -2.501
H -1.1577 -2.2019 0.1382 -0.437 0.167 0.352
H 1.4154 0.9559 -1.4156 -0.334 0.290 0.583
H 1.4368 1.5802 0.3018 -0.435 -0.173 -1.243
H 0.4016 2.3346 -0.9626 -0.448 -0.537 0.352
H -0.4364 0.0094 2.0045 0.755 -1.954 1.457
H -1.7568 0.8161 1.4865 -0.960 0.786 -0.306
H -0.1118 1.5393 1.5698 0.561 2.374 0.708
```
Forces are in eV/Å.

Atomic partial charges in e from the natural (NBO) method, atoms 1 to 5: 0.345 -0.602 0.281 0.052 -0.326



C6H8FNO2 | wB97M-V/def2-TZVPD

The calculation puts the energy relative to the best compared isomer or geometry (same formula, charge and spin) at 6.202 eV. Its HOMO-LUMO gap is 8.65 eV. For the LUMO energy, the calculation gives -0.19 eV.

The geometry in XYZ format:
```
18
Properties=species:S:1:pos:R:3:forces:R:3
C -1.8141 -1.7418 -0.2186 -0.641 -2.573 -0.285
C 0.0116 1.2176 0.4226 -2.041 2.143 0.155
C -2.2165 0.5788 -0.1173 0.657 0.535 0.906
C 1.7721 0.2539 -1.2363 1.998 -0.819 1.713
C 1.3730 -0.1304 1.2576 1.846 -3.511 1.148
C 1.3828 0.8306 0.1216 0.348 1.167 -1.294
N -2.5997 -0.7446 0.0674 -2.144 -0.699 -0.465
O -2.9941 1.4567 -0.0716 -0.461 1.059 -0.169
O -0.8945 0.6564 -0.3915 1.706 -0.492 -0.545
F 2.2738 1.9510 0.3821 -1.191 -1.354 -0.001
H -2.5149 -2.6895 -0.2701 1.162 1.479 0.369
H 1.5382 0.9948 -1.9443 0.165 0.989 -1.172
H 2.9526 0.0378 -1.1831 -2.859 0.192 -0.465
H 1.1121 -0.5985 -1.4519 0.666 -0.063 0.108
H 2.5070 -0.1865 1.5545 -2.206 0.051 0.053
H 1.0977 -1.1832 0.8167 0.408 1.947 0.957
H 0.6606 0.1040 2.1232 1.372 -0.162 -1.115
H -3.6479 -0.8071 0.1390 1.217 0.112 0.102
```
Forces are in eV/Å.

Atomic partial charges in e from the natural (NBO) method, atoms 1 to 5: -0.024 0.297 0.921 -0.640 -0.682



C6H8FNO2 | wB97M-V/def2-TZVPD

Its SMILES is C[C@H](F)[C@]1(O)C=CC(O)=N1. The calculation puts the energy relative to the best compared isomer or geometry (same formula, charge and spin) at 2.481 eV. Its HOMO-LUMO gap is 10.05 eV. For the LUMO energy, the calculation gives 0.63 eV.

The geometry in XYZ format:
```
18
Properties=species:S:1:pos:R:3:forces:R:3
C -0.9283 -1.1116 2.2133 0.198 -3.221 -1.027
C -0.8515 -1.1330 0.7007 2.291 3.177 -1.053
F -0.2262 -2.2013 0.1432 0.204 -0.783 0.217
C -0.1363 0.3274 0.0883 1.281 -0.724 -0.190
O -0.8704 1.2824 0.7429 -0.862 0.839 0.487
C -0.4280 0.2724 -1.3790 0.326 0.758 1.003
C 0.6178 0.6679 -2.0703 0.099 -0.335 -0.020
C 1.7372 0.9260 -1.1216 -2.425 0.148 0.286
O 2.9049 1.3535 -1.5932 0.521 0.112 0.952
N 1.3536 0.8786 0.0899 -0.298 -2.044 1.036
H -1.9700 -1.4054 2.4212 0.521 0.432 0.716
H -0.2313 -1.9481 2.5638 -0.891 1.353 -0.133
H -0.6333 -0.1576 2.5705 0.065 0.384 0.911
H -1.8112 -1.0151 0.2069 -0.249 -0.139 0.184
H -0.6679 1.2124 1.6946 -0.032 0.361 -0.757
H -1.4012 -0.0042 -1.6442 -1.142 -0.186 -0.972
H 0.6369 0.9004 -3.1042 0.169 -0.188 -0.947
H 2.9050 1.1553 -2.5228 0.223 0.056 -0.695
```
Forces are in eV/Å.

Atomic partial charges in e from the natural (NBO) method, atoms 1 to 5: -0.653 0.239 -0.352 0.318 -0.699



C6H8FOP | wB97M-V/def2-TZVPD

The calculation puts the energy relative to the best compared isomer or geometry (same formula, charge and spin) at 2.934 eV. Its HOMO-LUMO gap (alpha / beta) is 8.57 / 8.57 eV. For the LUMO energy (alpha / beta), the calculation gives -0.37 / -0.37 eV.

The geometry in XYZ format:
```
17
Properties=species:S:1:pos:R:3:forces:R:3
C 0.4367 -1.0133 0.3445 -3.402 0.720 -0.768
C 0.8591 0.1886 0.0011 0.593 -0.521 0.712
C 2.1618 0.8682 0.4061 1.708 -0.041 -0.022
C -1.9073 -1.3760 -0.1515 4.082 -0.641 -1.497
C 2.6311 2.0360 -0.5772 -0.715 0.274 2.141
C -2.6826 -0.9707 0.9479 -2.592 0.737 -0.146
O 2.8235 0.4610 1.3511 -1.047 0.657 -1.257
F 0.1426 0.9569 -0.8217 -0.672 0.585 -0.520
P -1.7471 -1.8956 -1.6972 2.159 0.115 0.192
H 0.8908 -1.6735 1.0273 0.507 -0.616 0.553
H 3.7355 2.0850 -0.6957 -0.819 -0.536 0.006
H 2.3798 3.0503 -0.0346 -0.004 -1.875 -1.379
H 2.0536 1.8138 -1.4904 0.631 0.958 0.183
H -2.6165 -1.6176 1.8119 -0.107 -0.131 0.177
H -3.7657 -0.8702 0.5376 1.426 -0.361 0.948
H -2.3731 0.0256 1.1855 0.077 0.715 0.594
H -3.0222 -2.0684 -2.1447 -1.825 -0.037 0.083
```
Forces are in eV/Å.

Atomic partial charges in e from the natural (NBO) method, atoms 1 to 5: -0.183 0.167 0.535 -0.270 -0.722



Number 1: E_tot -42713.745 eV. Number 2: E_tot -46236.238 eV. Number 3: E_tot -10555.822 eV. Number 4: E_tot -10553.334 eV. Number 5: E_tot -12031.944 eV. Number 6: E_tot -17631.712 eV. Number 7: E_tot -12603.706 eV. Number 8: E_tot -14648.067 eV. Number 9: E_tot -14651.788 eV. Number 10: E_tot -20399.382 eV.